(1)
Formula: C25H53N3O7
Source: OMol25
Level of theory: ωB97M-V/def2-TZVPD

For the gap between HOMO and LUMO, the calculation gives 9.58 eV. The energy above the lowest of the compared OMol25 structures with the same formula, charge and spin comes out at 16.1 kJ/mol. The LUMO energy is 0.4 eV. The calculated total energy is -1675.22025 a.u. The total charge is 0. The calculation puts the HOMO energy at -9.20 eV.

```
88
Properties=species:S:1:pos:R:3:forces:R:3
C 6.1770 -1.2281 2.8633 0.2 0.3 -0.6
N 5.0926 -2.1698 2.7138 0.1 -0.1 0.9
C 4.1805 -1.9877 1.6103 0.2 -0.1 -0.3
C 4.8305 -3.0582 3.7057 -0.5 0.0 -0.5
O 3.8572 -3.7797 3.7247 -0.2 -0.2 0.1
H 5.8086 -0.1976 2.8244 0.0 -0.1 0.0
H 6.9003 -1.3501 2.0501 0.0 0.1 0.1
H 6.6987 -1.3519 3.8091 -0.1 -0.2 0.0
H 3.7075 -1.0043 1.6649 0.0 0.1 -0.1
H 4.7493 -2.0879 0.6826 -0.2 0.2 -0.1
H 3.4023 -2.7452 1.6013 0.1 -0.1 0.3
H 5.5865 -3.0829 4.4994 0.2 0.1 0.1
C 0.9717 2.8552 -3.2538 -0.5 0.0 -1.3
N 1.1905 3.9355 -2.3385 -0.8 -0.2 0.3
C 0.0229 4.4521 -1.6666 -0.3 0.9 0.4
C 2.4181 4.4200 -2.0594 0.3 -0.3 -0.2
O 2.6771 5.3417 -1.3222 0.0 0.1 0.2
H 1.8556 2.6222 -3.8482 0.3 -0.2 0.5
H 0.2612 3.1449 -4.0425 -0.1 0.3 0.2
H 0.5125 1.9697 -2.8119 0.4 -0.1 0.3
H -0.7458 4.8053 -2.3588 0.2 -0.1 -0.3
H -0.4700 3.7569 -0.9808 0.3 -0.4 -0.1
H 0.3199 5.3176 -1.0748 0.1 -0.1 0.0
H 3.1882 3.8401 -2.5968 0.2 0.1 0.0
C -4.4879 0.7609 1.4983 1.2 0.5 0.0
N -4.9389 -0.4799 0.9353 -0.5 -0.2 0.4
C -6.3650 -0.6429 0.7643 -0.3 0.0 -0.1
C -4.0652 -1.4620 0.6066 0.0 0.6 0.1
O -4.3139 -2.4291 -0.0763 0.0 -0.4 0.0
H -3.4311 0.7154 1.7782 -0.1 -0.5 0.1
H -5.0251 1.0838 2.3888 -0.4 -0.1 -0.2
H -4.4392 1.5445 0.7341 -0.6 0.1 0.1
H -6.7798 0.1390 0.1257 0.0 0.0 -0.1
H -6.5853 -1.6224 0.3486 0.2 0.0 -0.2
H -6.8903 -0.5830 1.7216 0.2 0.1 0.1
H -3.0833 -1.2309 1.0496 0.2 -0.2 -0.2
C -4.8418 1.1718 -2.1022 -0.2 -0.2 -0.3
C -4.5180 0.8520 -3.5548 1.2 -0.2 -0.2
C -5.0119 2.1256 -4.3002 -0.4 -0.9 0.8
O -5.3703 3.0559 -3.2624 0.5 0.2 -0.2
C -4.6010 2.6634 -2.1326 0.2 0.1 0.5
H -4.3003 0.5825 -1.3667 0.1 0.1 0.0
H -5.9112 0.9452 -2.0589 0.0 0.3 0.7
H -4.9404 -0.1135 -3.8349 -0.3 0.3 -0.4
H -3.4395 0.7443 -3.7262 0.0 0.0 0.2
H -5.8962 1.8269 -4.8612 -0.1 0.7 -0.3
H -4.2361 2.5799 -4.9116 0.0 -0.1 -0.3
H -4.8177 3.2843 -1.2613 -0.8 -0.2 -0.1
H -3.5165 2.8407 -2.2383 0.0 0.0 -0.6
C 2.1960 -3.2739 -1.4038 -1.1 0.5 0.1
C 3.0696 -4.4869 -1.6218 0.4 -1.2 0.0
C 4.3079 -4.0041 -2.3831 -0.6 0.6 0.0
O 4.2286 -2.5794 -2.3397 0.3 0.1 0.2
C 2.8532 -2.1724 -2.2238 1.2 -0.1 -0.3
H 2.0773 -2.9544 -0.3661 0.4 -0.1 0.1
H 1.1686 -3.4902 -1.7070 0.1 0.1 -0.2
H 2.5223 -5.2386 -2.1952 0.1 0.0 0.0
H 3.4047 -4.9838 -0.7098 -0.3 0.2 0.1
H 4.3158 -4.3383 -3.4249 0.0 -0.1 0.0
H 5.2235 -4.3160 -1.8857 0.1 0.1 -0.1
H 2.4842 -2.0335 -3.2456 -0.5 -0.2 0.1
H 2.8968 -1.2012 -1.7321 -0.3 0.0 0.0
C 1.2938 0.8718 5.0386 -0.9 0.4 -0.6
C 2.0625 -0.0623 4.0998 0.1 0.4 0.5
C 1.0243 -1.1056 3.7257 0.3 -0.1 0.6
O -0.2478 -0.4816 3.8144 -0.2 0.2 -0.2
C -0.1408 0.8044 4.4473 0.9 -0.8 0.0
H 1.6251 1.9075 4.9679 0.3 -0.1 0.2
H 1.3219 0.5491 6.0771 0.0 -0.1 0.0
H 2.9070 -0.5059 4.6276 0.1 0.0 -0.3
H 2.4229 0.5168 3.2469 0.0 -0.2 -0.1
H 1.0417 -1.9053 4.4723 0.1 -0.2 -0.2
H 1.2145 -1.5283 2.7376 -0.3 0.0 -0.1
H -0.9124 0.8566 5.2114 -0.1 0.3 -0.1
H -0.2560 1.5532 3.6623 -0.2 0.3 0.2
C 0.5565 0.4434 -0.1492 -0.1 -0.4 0.8
C -0.0092 -0.3726 -1.2912 0.2 0.0 -0.3
C -1.4032 0.2391 -1.4154 0.2 0.4 0.0
O -1.7163 0.8202 -0.1344 -0.3 -0.1 0.2
C -0.6655 0.5002 0.7739 0.5 0.2 -0.3
H 0.7704 1.4665 -0.4673 0.1 0.0 0.0
H 1.4275 0.0387 0.3727 0.0 -0.1 -0.3
H -0.0590 -1.4286 -1.0188 -0.1 0.0 0.1
H 0.5596 -0.3121 -2.2208 -0.1 0.1 0.0
H -2.1354 -0.5041 -1.7381 -0.2 0.2 0.2
H -1.4129 1.1035 -2.0873 0.0 -0.3 -0.4
H -0.9275 -0.4253 1.2962 0.5 -0.1 0.0
H -0.4770 1.2631 1.5307 -0.7 0.2 -0.1
```
Forces are in eV/Å.


(2)
Formula: C24H35AsN4O3STl
Source: OMol25
Level of theory: ωB97M-V/def2-TZVPD

For the gap between HOMO and LUMO (spin up / spin down), the calculation gives 5.33 / 4.96 eV. The LUMO energy (spin up / spin down) is -10.8 / -11.1 eV. The calculated total energy is -4185.78893 a.u. The total charge is +3. The calculation puts the HOMO energy (spin up / spin down) at -16.10 / -16.05 eV.

```
69
Properties=species:S:1:pos:R:3:forces:R:3
Tl -0.0626 0.9601 -0.0557 -0.5 -0.4 -0.1
C -4.4775 0.2501 -3.8378 -0.3 -0.3 -0.3
N -3.5799 1.1357 -3.1348 0.3 0.1 0.4
C -3.4882 2.4589 -3.7179 0.1 0.4 -0.1
C -2.9059 0.8597 -2.0220 -0.3 -0.3 -0.1
O -2.1396 1.6750 -1.4930 0.5 0.2 0.5
C -3.0915 -0.5269 -1.3806 0.1 0.0 -0.1
O -2.3667 -0.6183 -0.1669 0.1 0.3 0.1
C -3.1624 -0.7361 1.0018 0.0 -0.1 0.1
C -2.4416 -0.1430 2.2143 -0.3 -0.1 -0.1
O -1.2797 0.2794 2.1076 0.5 0.2 -0.4
N -3.0947 -0.1122 3.3712 0.2 0.1 -0.2
C -4.4235 -0.6154 3.6346 -0.5 -0.2 0.1
C -2.4242 0.4034 4.5481 0.3 0.2 0.2
H -5.4638 0.7129 -3.9069 0.0 -0.1 0.1
H -4.1151 0.1073 -4.8587 0.0 -0.1 0.1
H -4.5708 -0.7227 -3.3671 0.0 0.0 0.0
H -4.4550 2.9582 -3.6431 0.0 0.0 0.0
H -2.7367 3.0371 -3.1859 -0.1 0.0 -0.1
H -3.2214 2.3805 -4.7727 0.0 0.0 0.0
H -4.1544 -0.7183 -1.2104 0.1 -0.1 -0.1
H -2.6941 -1.2895 -2.0596 -0.2 0.0 0.0
H -4.1204 -0.2222 0.8701 0.1 -0.1 0.0
H -3.3388 -1.8032 1.1953 -0.2 0.2 0.0
H -4.9555 -0.9151 2.7387 0.0 0.0 -0.1
H -4.3676 -1.4719 4.3093 0.0 0.0 -0.1
H -5.0061 0.1571 4.1397 0.0 0.0 -0.1
H -1.4862 0.8584 4.2438 -0.1 0.0 0.1
H -3.0532 1.1479 5.0353 0.0 0.0 0.0
H -2.2288 -0.4071 5.2527 0.0 0.0 0.0
C 3.6391 -1.2611 -0.4788 0.0 -0.2 0.0
As 1.8570 -2.0857 -0.5533 0.3 -0.2 0.1
C 1.6766 -2.7924 1.2698 0.2 -0.1 -0.1
C 2.1368 -3.7420 -1.7548 0.3 -0.4 -0.1
C 3.3569 -4.4155 -1.3196 -0.5 0.3 -0.2
C 4.5842 -4.1302 -1.9563 0.5 -0.1 -0.1
C 5.7054 -4.8756 -1.6715 -0.1 0.4 -0.2
C 5.6490 -5.8759 -0.6967 -0.1 0.0 0.0
C 4.4429 -6.1660 -0.0519 -0.4 0.1 0.2
C 3.3161 -5.4282 -0.3381 0.1 -0.4 0.3
H 4.3563 -1.9348 -0.0144 0.0 0.0 0.0
H 3.5938 -0.3481 0.1119 -0.1 0.0 0.0
H 3.9797 -1.0082 -1.4821 -0.1 0.0 0.0
H 2.6175 -3.2130 1.6218 0.0 0.0 0.0
H 0.9001 -3.5552 1.3048 0.0 0.0 -0.1
H 1.3780 -1.9886 1.9436 0.0 0.1 -0.1
H 2.2043 -3.3483 -2.7694 -0.1 0.1 0.2
H 1.2351 -4.3417 -1.6329 0.0 0.2 0.1
H 4.6191 -3.3634 -2.7185 0.0 0.0 0.0
H 6.6285 -4.6890 -2.1995 0.1 0.0 0.0
H 6.5445 -6.4148 -0.4289 0.1 -0.1 0.0
H 4.3975 -6.9679 0.6701 0.0 0.0 0.0
H 2.3760 -5.6627 0.1432 0.0 0.0 0.0
N 2.5175 2.5585 2.8770 -0.4 0.4 -0.3
C 2.0283 3.4610 2.0375 1.5 1.0 0.7
N 1.0122 3.3194 1.2484 -1.4 0.2 -0.9
C 0.7535 4.4592 0.5442 0.5 -0.9 0.9
C -0.3084 4.6579 -0.3303 -0.7 0.6 -0.8
C -0.4253 5.8828 -0.9585 -0.5 -1.3 0.2
C 0.4904 6.9270 -0.7238 0.5 0.3 0.3
C 1.5385 6.7634 0.1514 0.3 -0.1 0.2
C 1.6747 5.5323 0.7896 0.4 0.7 0.1
S 2.8493 5.0728 1.9483 -0.2 -0.4 0.0
H 2.0126 1.7031 3.0563 0.0 0.0 0.0
H 3.2575 2.8242 3.5082 0.1 -0.1 0.1
H -1.0312 3.8691 -0.4852 -0.1 0.0 -0.1
H -1.2449 6.0626 -1.6362 -0.1 0.0 -0.1
H 0.3515 7.8728 -1.2234 0.0 0.1 -0.1
H 2.2353 7.5623 0.3483 0.0 0.1 0.0
```
Forces are in eV/Å.